DFT (wB97M-V/def2-TZVPD) results for C46H73BeN4O9 as an isolated structure.

HOMO-LUMO gap (alpha / beta) (eV): 4.18 / 4.04
F_max (eV Å⁻¹): 4.49
HOMO (alpha / beta) (eV): -12.750 / -12.748
LUMO (alpha / beta) (eV): -8.566 / -8.703
E (eV): -73653.6368

The geometry in ORCA input format:
```
! wB97M-V def2-TZVPD RIJCOSX def2/J DEFGRID3
* xyz 2 2
Be 1.14 -1.12 -3.67
C -0.37 1.18 0.26
C 0.06 -0.30 0.00
O 0.63 -0.49 -1.25
H -0.99 1.61 -0.53
H 0.47 1.85 0.43
H -0.90 1.33 1.20
H -0.88 -0.86 0.01
H 0.78 -0.71 0.70
N 3.76 -0.74 -3.29
C 4.83 -0.94 -4.15
C 6.16 -1.10 -3.78
C 6.44 -0.99 -2.39
C 5.39 -0.87 -1.50
C 4.12 -0.75 -1.98
H 4.64 -0.96 -5.21
H 7.00 -1.29 -4.43
H 7.49 -0.95 -2.13
H 5.62 -0.79 -0.45
H 3.27 -0.69 -1.31
N 1.27 -0.09 4.92
C 2.13 0.49 5.77
C 3.45 0.72 5.36
C 3.89 0.42 4.02
C 2.92 -0.15 3.21
C 1.67 -0.45 3.73
H 1.84 0.78 6.77
H 4.11 1.09 6.13
H 4.86 0.66 3.60
H 3.20 -0.30 2.17
H 0.98 -1.01 3.12
N 1.77 1.28 -4.37
C 1.97 2.19 -3.36
C 2.38 3.51 -3.56
C 2.55 3.96 -4.90
C 2.37 3.09 -5.95
C 1.96 1.77 -5.66
H 1.88 1.77 -2.37
H 2.35 4.19 -2.72
H 2.77 4.99 -5.10
H 2.40 3.47 -6.96
H 1.77 1.12 -6.49
N -1.15 0.31 -4.49
C -1.56 1.35 -3.67
C -2.78 2.02 -3.72
C -3.67 1.55 -4.71
C -3.30 0.64 -5.63
C -2.03 0.03 -5.49
H -0.87 1.60 -2.88
H -3.07 2.76 -3.00
H -4.61 2.08 -4.82
H -3.96 0.45 -6.46
H -1.80 -0.79 -6.15
C -2.35 -3.80 1.27
C -2.55 -5.16 0.67
O -1.82 -6.07 0.97
C -3.59 -5.33 -0.37
H -3.22 -3.48 1.83
H -2.19 -3.01 0.53
H -1.52 -3.87 1.97
H -3.66 -6.31 -0.85
H -3.49 -4.61 -1.18
H -4.60 -5.16 0.00
C -3.40 3.53 1.69
C -3.81 2.13 2.06
O -4.03 1.83 3.21
C -4.04 1.20 0.89
H -3.36 4.33 2.43
H -4.10 3.96 0.97
H -2.35 3.48 1.41
H -3.27 0.44 0.80
H -4.03 1.75 -0.04
H -4.99 0.68 1.04
C -2.93 -1.29 -2.18
C -4.27 -1.54 -1.55
O -4.50 -2.45 -0.74
C -5.40 -0.55 -1.88
H -2.98 -1.40 -3.26
H -2.24 -1.99 -1.71
H -2.54 -0.31 -1.89
H -5.55 -0.44 -2.96
H -5.12 0.45 -1.57
H -6.38 -0.83 -1.49
C 1.32 -4.04 2.94
C 2.68 -4.45 2.32
O 2.94 -5.48 1.77
C 3.70 -3.40 2.36
H 0.55 -4.80 3.06
H 0.96 -3.19 2.35
H 1.52 -3.84 3.99
H 4.63 -3.88 2.68
H 3.44 -2.65 3.11
H 3.83 -2.99 1.36
C -2.22 -1.95 5.98
C -1.88 -2.28 4.55
O -1.43 -3.37 4.19
C -2.18 -1.17 3.55
H -3.04 -2.58 6.34
H -2.50 -0.91 6.15
H -1.37 -2.13 6.63
H -3.17 -0.75 3.71
H -2.26 -1.65 2.57
H -1.44 -0.37 3.49
C 1.69 5.14 2.93
C 0.50 4.28 3.12
O -0.64 4.73 2.85
C 0.65 2.92 3.77
H 2.03 5.07 1.90
H 2.53 4.72 3.48
H 1.54 6.21 3.09
H 1.39 3.12 4.55
H 1.15 2.27 3.04
H -0.22 2.47 4.24
C -0.28 4.69 -1.19
C -1.60 5.34 -0.89
O -2.59 4.92 -1.35
C -1.71 6.52 0.04
H -0.28 4.40 -2.24
H -0.14 3.85 -0.51
H 0.54 5.31 -0.84
H -2.65 7.07 -0.08
H -0.85 7.18 -0.05
H -1.73 6.19 1.07
C 3.29 -4.89 -1.46
C 2.07 -4.09 -1.72
O 2.09 -3.28 -2.66
C 0.84 -4.27 -0.89
H 3.77 -4.31 -0.67
H 3.96 -4.90 -2.32
H 2.90 -5.85 -1.11
H 0.31 -5.09 -1.39
H 0.21 -3.38 -0.86
H 1.11 -4.55 0.13
*
```


DFT (wB97M-V/def2-TZVPD) results for C46H76F6GaO18 as an isolated structure.

HOMO-LUMO gap (eV): 6.26
F_max (eV Å⁻¹): 1.92
HOMO (eV): -4.663
LUMO (eV): 1.601
E (eV): -154469.9004

The geometry in ORCA input format:
```
! wB97M-V def2-TZVPD RIJCOSX def2/J DEFGRID3
* xyz -1 1
C 10.00 -2.31 2.26
C 10.54 -0.98 1.70
C 11.21 -1.23 0.35
C 11.65 0.03 -0.44
C 11.08 1.37 0.01
C 11.32 2.44 -1.06
C 11.00 3.86 -0.58
C 10.35 4.76 -1.63
C 9.25 5.68 -1.07
C 8.21 6.12 -2.10
C 6.75 5.84 -1.72
C 6.11 7.06 -1.05
C 4.57 7.07 -0.96
C 4.05 7.01 0.48
C 2.57 6.56 0.56
C 2.30 5.25 1.35
C 1.47 4.23 0.54
C 0.51 3.35 1.35
Ga -1.09 2.76 0.19
C -0.52 2.54 -1.77
C -1.66 2.93 -2.74
C -2.29 1.73 -3.46
C -2.96 2.14 -4.79
C -3.22 0.88 -2.55
C -4.11 1.67 -1.56
C -5.55 1.23 -1.61
C -6.60 2.07 -1.92
C -6.48 3.13 -2.98
C -7.91 1.98 -1.17
H 10.75 -3.09 2.09
H 9.10 -2.63 1.72
H 9.84 -2.28 3.34
H 11.25 -0.60 2.44
H 9.69 -0.31 1.61
H 12.12 -1.81 0.57
H 10.53 -1.84 -0.25
H 11.34 -0.11 -1.48
H 12.74 0.10 -0.44
H 11.58 1.72 0.92
H 10.01 1.32 0.22
H 12.38 2.39 -1.31
H 10.76 2.16 -1.96
H 11.97 4.31 -0.35
H 10.41 3.84 0.35
H 11.11 5.42 -2.06
H 9.94 4.19 -2.46
H 9.77 6.58 -0.70
H 8.79 5.16 -0.22
H 8.43 5.63 -3.05
H 8.34 7.20 -2.24
H 6.74 4.99 -1.03
H 6.22 5.53 -2.62
H 6.42 7.95 -1.59
H 6.50 7.12 -0.03
H 4.23 7.99 -1.44
H 4.14 6.25 -1.55
H 4.70 6.36 1.07
H 4.07 8.03 0.86
H 2.19 6.44 -0.46
H 1.98 7.37 1.00
H 1.78 5.45 2.29
H 3.28 4.81 1.57
H 0.90 4.76 -0.23
H 2.13 3.55 -0.01
H 0.14 3.86 2.24
H 1.04 2.45 1.69
H -1.78 1.41 0.76
H -2.13 4.00 0.22
H 0.35 3.17 -2.01
H -0.22 1.51 -1.99
H -1.24 3.57 -3.53
H -2.40 3.55 -2.23
H -1.46 1.07 -3.73
H -2.27 1.91 -5.62
H -3.89 1.60 -4.99
H -3.11 3.22 -4.84
H -2.63 0.11 -2.05
H -3.90 0.35 -3.22
H -3.78 1.45 -0.55
H -4.13 2.74 -1.77
H -5.76 0.18 -1.40
H -5.44 3.41 -3.16
H -7.01 4.06 -2.73
H -6.90 2.76 -3.92
H -8.62 1.28 -1.64
H -8.36 2.97 -1.08
H -7.64 1.67 -0.16
C 2.39 0.62 -2.89
C 3.77 0.99 -2.37
O 4.42 -0.27 -2.32
C 3.86 -1.07 -3.26
O 4.33 -2.10 -3.65
O 2.69 -0.54 -3.70
F 3.74 1.53 -1.14
H 1.72 0.33 -2.08
H 1.92 1.40 -3.48
H 4.33 1.65 -3.03
C -5.95 -5.04 -0.85
C -6.62 -4.17 -1.90
O -6.05 -2.89 -1.66
C -4.81 -3.09 -1.10
O -3.96 -2.25 -0.99
O -4.69 -4.38 -0.69
F -7.96 -4.10 -1.74
H -6.48 -5.02 0.11
H -5.82 -6.07 -1.17
H -6.40 -4.46 -2.92
C -5.55 -9.41 1.58
C -6.52 -8.39 2.14
O -6.86 -7.64 0.97
C -6.74 -8.48 -0.09
O -7.18 -8.26 -1.18
O -6.05 -9.59 0.25
F -5.90 -7.58 3.04
H -4.54 -9.02 1.54
H -5.56 -10.36 2.12
H -7.42 -8.80 2.59
C -6.93 -1.03 0.96
C -6.62 -0.59 2.37
O -7.31 -1.57 3.13
C -7.38 -2.70 2.39
O -7.66 -3.78 2.81
O -7.06 -2.45 1.11
F -7.11 0.63 2.66
H -7.87 -0.61 0.60
H -6.14 -0.78 0.25
H -5.56 -0.61 2.63
C -3.63 -5.72 4.95
C -2.19 -5.27 5.10
O -1.48 -6.48 4.93
C -2.23 -7.29 4.13
O -1.83 -8.27 3.58
O -3.49 -6.81 4.04
F -1.93 -4.78 6.34
H -4.04 -6.07 5.89
H -4.28 -4.96 4.54
H -1.85 -4.55 4.36
C -10.93 -6.42 4.39
C -9.43 -6.54 4.55
O -9.04 -7.01 3.27
C -9.95 -6.55 2.36
O -9.80 -6.54 1.18
O -11.07 -6.11 3.00
F -9.09 -7.46 5.49
H -11.43 -7.37 4.60
H -11.37 -5.64 5.01
H -8.92 -5.61 4.76
*
```


DFT (wB97M-V/def2-TZVPD) results for a 9-piece molecular cluster, C46H80N2O16 overall.

Structure (SMILES): CC1(C)CCCC(C)(C)N1O.CC1(C)CCCC(C)(C)N1O.O=C1CCCO1.O=C1CCCO1.O=C1CCCO1.O=C1CCCO1.O=C1CCCO1.O=C1CCCO1.O=C1CCCO1
HOMO-LUMO gap (eV): 8.45
F_max (eV Å⁻¹): 7.01
HOMO (eV): -8.131
LUMO (eV): 0.315
E (eV): -84731.2190

The geometry in ORCA input format:
```
! wB97M-V def2-TZVPD RIJCOSX def2/J DEFGRID3
* xyz 0 1
C -5.87 1.20 -7.29
C -5.14 2.53 -6.90
C -5.81 3.46 -5.77
C -3.69 1.98 -6.36
C -2.63 3.07 -6.42
C -2.61 3.72 -7.87
C -3.99 4.33 -8.39
C -4.16 5.64 -7.72
C -3.82 4.65 -9.91
N -5.04 3.29 -8.15
O -6.27 3.74 -8.70
H -5.76 0.37 -6.59
H -6.93 1.31 -7.51
H -5.50 0.79 -8.23
H -5.68 2.93 -4.83
H -5.44 4.47 -5.58
H -6.89 3.39 -5.91
H -3.80 1.79 -5.29
H -3.36 1.03 -6.79
H -2.91 3.82 -5.68
H -1.73 2.61 -6.02
H -2.14 3.06 -8.61
H -2.05 4.63 -7.67
H -3.92 5.41 -6.68
H -5.16 6.06 -7.61
H -3.54 6.46 -8.08
H -3.91 3.80 -10.58
H -2.85 5.03 -10.22
H -4.53 5.39 -10.29
H -6.22 3.35 -9.57
C 1.42 8.32 -0.88
C 2.02 9.59 -0.22
C 1.46 9.81 1.25
C 3.60 9.53 0.03
C 4.38 9.59 -1.26
C 4.02 10.92 -1.87
C 2.54 11.09 -2.31
C 2.36 12.55 -2.64
C 2.23 10.23 -3.59
N 1.79 10.81 -1.08
O 0.46 11.29 -1.15
H 2.08 8.06 -1.71
H 1.23 7.50 -0.19
H 0.56 8.59 -1.49
H 0.37 9.82 1.36
H 1.91 8.97 1.78
H 1.79 10.75 1.68
H 3.92 10.29 0.74
H 3.90 8.58 0.48
H 5.40 9.49 -0.90
H 4.17 8.70 -1.86
H 4.65 10.99 -2.76
H 4.37 11.75 -1.26
H 2.92 12.86 -3.53
H 2.57 13.30 -1.88
H 1.33 12.66 -2.98
H 2.54 10.67 -4.54
H 1.15 10.11 -3.72
H 2.60 9.21 -3.71
H 0.34 11.86 -0.38
O -1.98 -12.82 -4.49
C -2.57 -11.90 -3.82
C -3.95 -12.05 -3.11
C -4.25 -10.67 -2.54
C -3.03 -9.80 -2.98
O -2.13 -10.72 -3.74
H -4.69 -12.58 -3.70
H -3.68 -12.69 -2.27
H -5.04 -10.22 -3.14
H -4.49 -10.68 -1.48
H -3.37 -8.82 -3.29
H -2.35 -9.34 -2.25
O -0.33 -4.25 2.82
C -0.15 -3.05 2.54
C 0.15 -1.91 3.51
C -0.21 -0.63 2.76
C 0.15 -1.11 1.34
O 0.06 -2.56 1.29
H -0.50 -2.01 4.38
H 1.16 -1.94 3.93
H -1.26 -0.36 2.83
H 0.40 0.26 2.91
H -0.56 -0.52 0.76
H 1.19 -0.96 1.05
O 7.19 -0.84 1.28
C 7.54 -0.11 2.13
C 8.29 -0.46 3.43
C 8.18 0.77 4.34
C 7.90 1.86 3.30
O 7.41 1.23 2.11
H 7.91 -1.35 3.93
H 9.31 -0.66 3.13
H 7.38 0.73 5.08
H 9.13 1.07 4.77
H 7.05 2.41 3.72
H 8.78 2.50 3.31
O 0.55 1.20 10.29
C 0.03 1.87 11.11
C -0.53 3.22 10.80
C -1.11 3.62 12.13
C -1.05 2.35 13.03
O -0.29 1.45 12.30
H 0.31 3.84 10.48
H -1.34 3.25 10.07
H -0.50 4.41 12.58
H -2.13 3.98 11.99
H -0.68 2.40 14.05
H -2.12 2.17 13.09
O 3.48 -2.93 -7.47
C 3.43 -3.97 -6.96
C 3.04 -4.43 -5.62
C 3.54 -5.92 -5.57
C 3.24 -6.31 -6.97
O 3.73 -5.14 -7.74
H 3.50 -3.82 -4.84
H 1.95 -4.41 -5.53
H 4.63 -5.81 -5.50
H 2.95 -6.40 -4.79
H 3.84 -7.19 -7.21
H 2.22 -6.64 -7.17
O 1.79 -16.46 1.38
C 1.79 -15.50 2.20
C 3.03 -15.37 3.13
C 2.77 -13.95 3.64
C 1.99 -13.21 2.55
O 1.10 -14.23 2.05
H 3.13 -16.06 3.97
H 3.82 -15.28 2.39
H 2.09 -14.00 4.50
H 3.66 -13.44 4.00
H 1.29 -12.52 3.02
H 2.53 -12.73 1.73
O -7.27 -5.16 11.42
C -6.08 -5.34 11.22
C -5.34 -4.76 10.07
C -3.84 -5.09 10.37
C -4.08 -6.35 11.27
O -5.28 -6.09 11.98
H -5.67 -5.29 9.18
H -5.50 -3.68 10.01
H -3.25 -5.27 9.48
H -3.45 -4.26 10.96
H -4.10 -7.36 10.88
H -3.22 -6.37 11.94
*
```